(1)
Molecular formula: C9H9Cl12N
Method: DFT, ωB97M-V/def2-TZVPD

```
31
Properties=species:S:1:pos:R:3:forces:R:3:mulliken_charge:R:1
N -0.37033 -0.49392 -0.85126 -2.4 2.7 -10.5 -0.5666
C 0.72968 -0.63940 -1.60864 0.4 2.2 -5.7 -0.1331
C 0.76837 -0.32200 -2.92368 -2.4 0.7 -1.0 -0.8455
C -0.47447 0.16366 -3.51943 1.8 -0.2 0.1 -0.2810
C -1.65092 0.22274 -2.80294 1.4 -1.0 0.7 -1.3488
C -1.54321 -0.16495 -1.44466 0.6 1.1 -2.5 -0.4162
H 1.63668 -0.80320 -1.04570 0.2 0.0 -2.6 0.1853
H 1.72741 -0.38619 -3.41615 -0.2 0.1 -0.4 0.4679
H -0.40365 0.55559 -4.52331 -0.3 -0.2 -0.3 0.3937
H -2.61145 0.46139 -3.23517 0.1 0.2 0.0 0.4801
H -2.37546 -0.02478 -0.77078 0.0 -1.1 -1.5 1.3086
C -0.19814 1.03702 0.86536 -0.8 5.2 0.4 1.4337
Cl -0.26395 1.46288 2.60128 -4.2 -6.8 -5.3 -0.2634
Cl 1.18172 1.82967 0.05035 -0.4 -3.1 -2.7 -0.2007
Cl -1.68709 1.59293 0.08459 0.0 5.6 1.9 -0.0956
H -0.17602 -0.04696 0.75309 -0.9 5.0 2.3 -0.9519
C 0.77902 3.21069 3.44934 1.6 4.9 1.6 0.2755
Cl -0.79916 3.99745 3.56595 -0.5 0.8 1.0 -0.1187
Cl 1.91134 3.93834 4.63482 -0.1 -0.2 -0.4 -0.1915
Cl 1.24447 3.51842 1.73207 0.9 2.6 4.3 -0.1243
H 0.58926 2.15699 3.65379 2.9 2.2 2.3 0.2810
C -1.60681 -2.36378 -0.12371 -1.6 -0.6 1.6 0.7425
Cl -1.64809 -0.85077 0.90585 -7.4 -6.6 4.9 -0.0620
Cl -3.04966 -2.26341 -1.23735 0.4 -1.6 0.8 -0.1194
Cl -1.58618 -3.80181 0.95981 -0.1 0.9 -1.1 -0.1253
H -0.70985 -2.24002 -0.73055 -0.7 -1.4 0.4 0.0713
C 2.23515 -1.85142 1.00966 -0.3 -0.1 0.7 0.0666
Cl 2.46296 -3.30903 -0.00818 0.3 0.4 -0.3 -0.1713
Cl 2.09141 -2.39481 2.64057 0.2 -0.2 1.4 -0.1600
Cl 0.74005 -1.05110 0.40792 11.0 -11.2 10.0 0.1531
H 3.05690 -1.14008 0.92707 0.2 -0.4 -0.2 0.3160
```
Positions in Å, forces in eV/Å.

The calculation puts the HOMO energy at -8.51 eV. The calculation puts the relative energy (zero: lowest compared OMol25 entry of this formula, charge and spin) at 1964.7 kJ/mol. The calculation puts the HOMO-LUMO gap at 8.19 eV. Its LUMO energy is -0.0118 Eh. The electronic energy comes out at -161217.1600 eV.

(2)
Molecular formula: C5H14
Method: DFT, ωB97M-V/def2-TZVPD

```
19
Properties=species:S:1:pos:R:3:forces:R:3:mulliken_charge:R:1
C -1.83011 -1.61585 -0.94273 0.0 0.5 -0.7 -1.1200
C -0.54691 -2.26163 -0.47267 0.6 -0.8 0.1 -0.1452
C 0.69474 -1.55163 -1.02390 0.4 0.1 0.2 -1.0602
H -1.83470 -1.54452 -2.04266 0.1 -0.1 0.2 0.3042
H -2.74341 -2.14762 -0.68569 0.0 0.0 0.3 0.3431
H -1.85641 -0.57711 -0.58659 -0.3 -0.2 0.1 0.2346
H -0.47571 -2.32247 0.61561 -0.2 0.4 0.1 0.2518
H -0.49421 -3.31787 -0.75812 -0.2 0.1 -0.2 0.2874
H 1.21845 -2.07980 -1.81954 -0.3 -0.2 -0.2 0.3403
H 0.44148 -0.56889 -1.41229 0.0 0.2 0.0 0.2797
H 1.46656 -1.40930 -0.26585 -0.1 0.1 0.2 0.2872
C 1.24400 3.01099 1.14300 -0.2 -0.2 -0.3 -0.9312
C 0.25847 1.84218 1.20403 -0.2 0.1 0.1 -0.6694
H 0.91366 3.80808 0.47461 -0.1 0.0 0.1 0.2901
H 1.39833 3.42707 2.13041 0.0 0.2 0.2 0.2752
H 2.21318 2.68832 0.77934 0.2 -0.1 -0.1 0.2863
H 0.73413 0.94026 1.59743 -0.1 0.1 0.0 0.2457
H -0.61003 2.08504 1.81648 0.1 0.0 0.3 0.3410
H -0.19150 1.59473 0.24915 0.3 -0.1 -0.4 0.1591
```
Positions in Å, forces in eV/Å.

The calculation puts the HOMO energy at -11.19 eV. The calculation puts the relative energy (zero: lowest compared OMol25 entry of this formula, charge and spin) at 19.7 kJ/mol. The calculation puts the HOMO-LUMO gap at 12.34 eV. The structure (SMILES) is CCC.CC. Its LUMO energy is 0.0422 Eh. The electronic energy comes out at -5411.8451 eV.

(3)
Molecular formula: C4H11N3O2
Method: DFT, ωB97M-V/def2-TZVPD

```
20
Properties=species:S:1:pos:R:3:forces:R:3:mulliken_charge:R:1
H -0.01338 -0.00461 1.75089 0.5 0.5 0.1 0.0573
N 0.03726 0.23445 0.76784 -0.3 0.1 0.0 -0.5280
C -0.18395 1.42763 0.38281 -1.1 -0.6 -0.3 0.5035
N -0.58035 1.61309 -0.98164 0.2 1.2 0.5 -0.5451
N -0.30083 2.59106 1.07269 0.8 -0.7 -0.3 -0.1411
C -0.24166 2.67814 2.50468 -0.3 1.0 0.3 -0.8724
H -1.37286 1.06320 -1.24806 0.1 -0.5 -0.1 0.2428
H 0.14629 1.66208 -1.65189 0.5 -0.2 -0.6 0.2189
H -0.40247 3.37607 0.45416 -0.3 0.3 0.4 0.2338
H -1.26084 2.84109 2.85499 0.0 -0.2 0.5 0.2843
H 0.34659 3.52906 2.85475 0.0 0.1 -0.3 0.3010
H 0.20088 1.81694 2.99645 -0.1 -0.3 -0.4 0.3106
C 0.58181 -3.60275 -2.03689 -0.6 0.1 0.3 -0.9493
C 0.02812 -2.53720 -1.12329 0.9 0.0 0.3 0.6640
O -1.12961 -2.34688 -0.89853 -0.5 0.2 -0.3 -0.5269
O 1.04152 -1.87944 -0.50662 0.9 -0.4 -1.0 -0.4663
H 1.21265 -3.16621 -2.80682 -0.1 0.1 -0.1 0.2760
H -0.27694 -4.13722 -2.43314 0.2 -0.2 -0.3 0.2941
H 1.21423 -4.24848 -1.43928 0.1 -0.2 0.1 0.2853
H 0.95354 -0.91000 -0.51309 -1.0 -0.1 1.0 0.3576
```
Positions in Å, forces in eV/Å.

The calculation puts the HOMO energy at -9.00 eV. The calculation puts the relative energy (zero: lowest compared OMol25 entry of this formula, charge and spin) at 129.7 kJ/mol. The calculation puts the HOMO-LUMO gap at 9.74 eV. The structure (SMILES) is [H]/N=C(/N)NC.CC(=O)O. Its LUMO energy is 0.0274 Eh. The electronic energy comes out at -12891.4857 eV.